# C7H14

C7H14 in the gas phase (ωB97M-V/def2-TZVPD, the OMol25 dataset).

Geometry (Å):
C: 2.436 -0.581 0.108
C: 1.023 -0.891 -0.302
C: 0.027 0.269 0.076
C: 0.530 1.686 0.438
C: -0.837 0.111 -1.179
C: -1.499 0.264 0.118
C: -2.398 -0.793 0.692
H: 3.096 -1.389 -0.212
H: 2.771 0.336 -0.395
H: 2.481 -0.433 1.186
H: 1.090 -1.022 -1.405
H: 0.663 -1.863 0.054
H: 1.612 1.772 0.564
H: 0.091 2.084 1.369
H: 0.230 2.389 -0.351
H: -0.665 0.868 -1.925
H: -0.878 -0.911 -1.565
H: -1.884 1.279 0.216
H: -2.715 -0.515 1.702
H: -1.884 -1.757 0.747
H: -3.290 -0.904 0.066

- E: -7483.87637 eV
- Structure (SMILES): CC[C@@]1(C)C[C@H]1C
- E_HOMO: -8.54 eV
- Frontier orbital gap: 9.65 eV